C3H5NOS in the gas phase. Source: the Open Molecules 2025 dataset; level of theory: ωB97M-V/def2-TZVPD.

Calculated values
- SMILES: C1=NSCOC1
- Relative energy (zero: lowest compared OMol25 entry of this formula, charge and spin): 54.8 kcal per mole
- Charge: 0

Atoms and positions in Å:
C: -0.24000 -0.84138 -1.28974
C: 0.76960 0.74722 0.31867
C: -0.31514 0.43540 1.34310
H: 0.54641 -1.45614 -1.08050
H: -0.48035 -0.74001 -2.33886
H: 1.12059 1.78902 0.37301
H: 1.61090 0.06213 0.52088
H: -0.13693 0.88098 2.34502
N: -1.33036 -0.27364 1.05311
O: 0.25244 0.47680 -0.98709
S: -1.79715 -1.08039 -0.25759

=====

C3H5NOS in the gas phase. Source: the Open Molecules 2025 dataset; level of theory: ωB97M-V/def2-TZVPD.

Calculated values
- SMILES: O=CNCC=S
- Relative energy (zero: lowest compared OMol25 entry of this formula, charge and spin): 25.4 kcal per mole
- Charge: 0

Atoms and positions in Å:
C: 1.28244 0.51110 0.91399
C: -0.17012 0.29893 0.74138
C: -0.72282 -0.37752 -1.60752
H: 1.81838 0.99521 0.06394
H: -0.60253 1.26379 0.50338
H: -0.61460 -0.00486 1.66087
H: -0.87874 -1.54076 0.05016
H: -1.24010 -1.20072 -2.15980
N: -0.51562 -0.67075 -0.27772
O: -0.44065 0.66704 -2.13304
S: 2.08436 0.05855 2.24436

=====

no.,E_HOMO (eV)
1,-8.56
2,-8.99